(1)
{
  "formula": "C14H52N8O12",
  "method": "ωB97M-V/def2-TZVPD",
  "largest_force_ev_per_a": 11.1,
  "orbital_gap_ev": 8.722,
  "molar_mass_g_mol": 524.6,
  "total_charge": 0,
  "lumo_ev": -0.313,
  "total_energy_ha": -1905.3242,
  "relative_energy_kj_mol": 661.3,
  "smiles": "NC(N)=O.NC(N)=O.NC(N)=O.NC(N)=O.CCO.CCO.CO.CO.CO.CO.CO.CO",
  "elements": ["C", "C", "O", "H", "H", "H", "H", "H", "H", "C", "C", "O", "H", "H", "H", "H", "H", "H", "C", "O", "N", "N", "H", "H", "H", "H", "C", "O", "N", "N", "H", "H", "H", "H", "C", "O", "N", "N", "H", "H", "H", "H", "C", "O", "N", "N", "H", "H", "H", "H", "C", "O", "H", "H", "H", "H", "C", "O", "H", "H", "H", "H", "C", "O", "H", "H", "H", "H", "C", "O", "H", "H", "H", "H", "C", "O", "H", "H", "H", "H", "C", "O", "H", "H", "H", "H"],
  "coordinates": [[-0.49, -0.73, 0.06], [-0.40, 0.76, 0.13], [-0.43, 1.25, -1.19], [0.01, -1.13, -0.79], [-1.44, -0.95, -0.03], [-0.04, -1.17, 0.87], [0.54, 1.07, 0.53], [-1.24, 1.20, 0.66], [-0.20, 2.17, -1.15], [3.14, 2.72, 3.80], [2.26, 2.26, 2.66], [1.12, 1.63, 3.12], [3.57, 2.01, 4.41], [2.62, 3.49, 4.40], [3.99, 3.29, 3.38], [2.85, 1.65, 1.96], [1.95, 3.10, 2.00], [1.45, 0.89, 3.67], [-2.65, -0.19, 3.56], [-1.72, -0.94, 4.32], [-3.15, 0.97, 3.93], [-2.98, -0.52, 2.32], [-3.08, 1.26, 4.98], [-3.99, 1.32, 3.35], [-2.41, -1.29, 1.99], [-3.40, 0.08, 1.66], [1.83, -0.93, -3.14], [3.02, -1.53, -3.55], [0.69, -1.55, -3.41], [1.92, 0.10, -2.37], [0.80, -2.04, -4.34], [-0.31, -1.23, -3.18], [2.87, 0.47, -2.36], [1.08, 0.58, -1.91], [-1.48, -3.80, 1.60], [-0.39, -4.28, 2.24], [-1.59, -3.80, 0.31], [-2.72, -3.60, 2.03], [-2.37, -3.47, -0.16], [-0.83, -4.00, -0.27], [-2.82, -3.62, 3.13], [-3.51, -3.12, 1.60], [-2.30, -0.93, -4.01], [-3.12, -1.89, -4.58], [-2.19, -0.73, -2.75], [-1.56, -0.35, -4.87], [-2.62, -1.39, -2.11], [-1.69, 0.03, -2.35], [-1.41, -0.75, -5.80], [-0.88, 0.43, -4.64], [-4.01, 1.77, -0.31], [-3.86, 1.82, 1.11], [-4.32, 2.74, -0.66], [-4.89, 1.24, -0.50], [-3.29, 1.21, -0.92], [-3.22, 2.56, 1.24], [1.49, -1.60, 3.01], [1.94, -0.79, 4.12], [2.21, -2.41, 2.92], [1.53, -1.06, 2.07], [0.51, -2.02, 3.15], [2.24, -1.31, 4.90], [1.75, -3.37, -0.66], [0.49, -3.40, -1.36], [1.66, -2.95, 0.35], [2.50, -2.96, -1.26], [2.21, -4.40, -0.60], [0.52, -2.57, -1.83], [1.79, 3.49, -0.86], [0.48, 3.84, -0.56], [2.37, 4.27, -1.22], [1.78, 2.76, -1.72], [2.28, 3.10, 0.04], [0.36, 4.12, 0.32], [-1.10, 2.50, -3.82], [-0.03, 1.64, -4.02], [-1.96, 1.98, -3.36], [-1.47, 2.93, -4.70], [-0.94, 3.36, -3.06], [0.68, 2.25, -3.85], [3.67, -0.36, 0.44], [4.64, 0.60, 0.24], [2.65, -0.03, 0.24], [3.76, -0.84, 1.47], [3.77, -1.07, -0.35], [5.47, 0.18, 0.25]]
}


(2)
{
  "formula": "C14H52N8O12",
  "method": "ωB97M-V/def2-TZVPD",
  "largest_force_ev_per_a": 7.2,
  "orbital_gap_ev": 9.297,
  "molar_mass_g_mol": 524.6,
  "total_charge": 0,
  "lumo_ev": 0.137,
  "total_energy_ha": -1905.4051,
  "relative_energy_kj_mol": 448.9,
  "smiles": "NC(N)=O.NC(N)=O.NC(N)=O.NC(N)=O.CCO.CCO.CO.CO.CO.CO.CO.CO",
  "elements": ["C", "C", "O", "H", "H", "H", "H", "H", "H", "C", "C", "O", "H", "H", "H", "H", "H", "H", "C", "O", "N", "N", "H", "H", "H", "H", "C", "O", "N", "N", "H", "H", "H", "H", "C", "O", "N", "N", "H", "H", "H", "H", "C", "O", "N", "N", "H", "H", "H", "H", "C", "O", "H", "H", "H", "H", "C", "O", "H", "H", "H", "H", "C", "O", "H", "H", "H", "H", "C", "O", "H", "H", "H", "H", "C", "O", "H", "H", "H", "H", "C", "O", "H", "H", "H", "H"],
  "coordinates": [[2.48, 1.33, -3.34], [1.16, 1.39, -4.04], [1.37, 0.66, -5.26], [2.61, 1.94, -2.44], [3.24, 1.78, -3.98], [2.70, 0.24, -3.18], [0.96, 2.39, -4.25], [0.50, 0.85, -3.40], [0.63, 0.89, -5.86], [2.24, 0.28, 4.18], [0.83, 0.34, 3.61], [0.79, 0.17, 2.18], [2.32, 0.22, 5.32], [2.81, 1.16, 3.82], [2.67, -0.61, 3.72], [0.43, 1.33, 3.92], [0.13, -0.38, 4.03], [-0.12, -0.10, 1.98], [3.86, 1.07, 0.32], [4.47, 1.72, -0.78], [2.67, 0.50, 0.32], [4.43, 1.15, 1.52], [2.15, 0.58, -0.54], [2.10, 0.19, 1.12], [5.42, 1.46, 1.45], [4.23, 0.54, 2.30], [0.44, 3.76, -0.65], [-0.75, 4.38, -1.05], [0.61, 3.07, 0.43], [1.49, 3.92, -1.38], [-0.14, 3.02, 1.08], [1.55, 2.81, 0.85], [1.32, 4.31, -2.31], [2.41, 3.61, -1.13], [-1.31, -3.92, 0.08], [-1.87, -3.42, -1.09], [-2.01, -4.26, 1.18], [-0.03, -4.09, 0.15], [-3.03, -4.21, 1.13], [-1.52, -4.71, 1.95], [0.48, -3.84, -0.70], [0.53, -4.32, 1.01], [-2.95, 2.37, 0.89], [-1.80, 1.90, 1.55], [-4.11, 2.30, 1.44], [-2.99, 3.13, -0.18], [-4.22, 1.63, 2.25], [-5.01, 2.52, 1.03], [-2.10, 3.42, -0.63], [-3.84, 3.23, -0.80], [1.81, -2.13, -1.80], [1.67, -3.53, -2.07], [1.04, -1.46, -2.28], [2.75, -1.84, -2.32], [1.83, -2.01, -0.73], [2.50, -3.87, -2.40], [-1.78, 2.29, -3.24], [-2.17, 0.95, -3.12], [-1.47, 2.55, -4.24], [-0.96, 2.34, -2.48], [-2.63, 2.92, -3.13], [-1.59, 0.51, -2.51], [2.22, -3.00, 2.15], [1.99, -4.38, 2.31], [1.38, -2.57, 1.75], [3.10, -2.87, 1.47], [2.48, -2.62, 3.08], [2.61, -4.77, 2.99], [-4.11, -0.92, -0.66], [-5.27, -1.76, -0.55], [-3.16, -1.30, -0.30], [-4.31, 0.01, -0.19], [-4.01, -0.72, -1.75], [-5.98, -1.31, -1.05], [-2.40, -0.93, 2.72], [-1.37, -1.81, 2.35], [-2.84, -0.47, 1.78], [-1.95, -0.23, 3.45], [-3.14, -1.61, 3.21], [-1.74, -2.56, 1.87], [-0.60, -0.45, -0.37], [0.17, 0.66, -0.77], [-0.89, -1.09, -1.23], [-1.52, -0.02, 0.10], [-0.03, -1.08, 0.26], [0.15, 1.35, -0.11]]
}


(3)
{
  "formula": "C14H53N26O16Pb",
  "method": "ωB97M-V/def2-TZVPD",
  "largest_force_ev_per_a": 9.1,
  "orbital_gap_ev": 8.052,
  "molar_mass_g_mol": 1048.9,
  "total_charge": 1,
  "lumo_ev": -2.420,
  "total_energy_ha": -3385.8334,
  "elements": ["Pb", "O", "C", "O", "O", "H", "C", "O", "N", "N", "H", "H", "H", "H", "C", "O", "N", "N", "H", "H", "H", "H", "C", "O", "N", "N", "H", "H", "H", "H", "C", "O", "N", "N", "H", "H", "H", "H", "C", "O", "N", "N", "H", "H", "H", "H", "C", "O", "N", "N", "H", "H", "H", "H", "C", "O", "N", "N", "H", "H", "H", "H", "C", "O", "N", "N", "H", "H", "H", "H", "C", "O", "N", "N", "H", "H", "H", "H", "C", "O", "N", "N", "H", "H", "H", "H", "C", "O", "N", "N", "H", "H", "H", "H", "C", "O", "N", "N", "H", "H", "H", "H", "C", "O", "N", "N", "H", "H", "H", "H"],
  "coordinates": [[-0.07, -0.05, 0.13], [0.65, 0.85, -4.00], [0.42, 0.62, -2.72], [-0.57, 0.02, -2.41], [1.23, 1.03, -1.85], [1.44, 1.38, -3.85], [-1.45, 1.18, 4.92], [-1.63, 1.64, 3.81], [-0.61, 0.21, 5.15], [-2.16, 1.50, 5.91], [-0.20, -0.12, 4.29], [-0.30, 0.02, 6.10], [-2.50, 2.44, 5.74], [-2.24, 0.96, 6.75], [4.54, -0.59, -0.84], [4.64, 0.41, -0.13], [3.52, -0.72, -1.63], [5.40, -1.54, -0.87], [3.39, -1.32, -2.43], [2.80, 0.00, -1.61], [6.06, -1.49, -0.11], [5.33, -2.32, -1.50], [1.81, 1.98, 2.73], [1.28, 1.31, 1.90], [3.02, 2.44, 2.53], [1.36, 2.32, 3.91], [3.37, 2.51, 1.59], [3.50, 2.95, 3.26], [2.08, 2.83, 4.40], [0.35, 2.38, 4.03], [1.83, 4.57, -1.12], [1.60, 5.69, -0.70], [2.93, 3.83, -0.77], [1.18, 3.93, -2.01], [2.97, 3.01, -1.36], [3.53, 3.94, 0.04], [0.22, 4.18, -2.19], [1.31, 2.93, -1.96], [0.20, -2.63, -4.75], [0.74, -3.54, -5.32], [0.15, -1.49, -5.34], [-0.39, -2.66, -3.62], [0.29, -0.72, -4.69], [0.30, -1.46, -6.33], [-0.68, -1.88, -3.06], [-0.47, -3.57, -3.18], [-4.38, -0.06, -3.89], [-5.56, -0.39, -4.07], [-3.58, 0.47, -4.77], [-3.77, -0.34, -2.83], [-2.59, 0.56, -4.60], [-3.98, 0.68, -5.67], [-2.81, -0.16, -2.55], [-4.38, -0.66, -2.09], [-1.95, 4.18, -3.85], [-1.81, 3.13, -3.27], [-1.85, 5.39, -3.35], [-2.42, 4.20, -5.07], [-1.74, 5.39, -2.35], [-2.22, 6.22, -3.79], [-2.75, 3.37, -5.54], [-2.52, 5.15, -5.40], [-1.86, 2.94, 0.36], [-1.14, 2.04, -0.01], [-2.75, 3.35, -0.53], [-2.06, 3.52, 1.53], [-2.49, 3.02, -1.44], [-3.47, 4.03, -0.33], [-2.63, 4.34, 1.68], [-1.64, 3.04, 2.32], [2.02, -2.91, 0.46], [1.79, -1.71, 0.44], [2.42, -3.41, -0.68], [1.92, -3.70, 1.49], [2.76, -4.36, -0.73], [2.65, -2.69, -1.36], [2.01, -4.71, 1.39], [1.75, -3.36, 2.42], [-3.63, -0.48, 1.36], [-2.56, -0.14, 0.92], [-4.73, 0.11, 1.10], [-3.94, -1.53, 2.04], [-4.67, 1.02, 0.68], [-5.64, -0.28, 1.29], [-3.25, -2.25, 2.17], [-4.94, -1.63, 2.18], [-1.48, -3.54, -0.52], [-0.97, -2.49, -0.09], [-0.92, -4.67, -0.39], [-2.71, -3.53, -0.98], [-0.01, -4.53, 0.02], [-1.16, -5.55, -0.83], [-3.16, -4.35, -1.37], [-3.26, -2.69, -1.01], [4.30, -2.13, 3.27], [3.25, -2.25, 3.74], [5.37, -2.52, 3.88], [4.49, -1.43, 2.26], [6.29, -2.43, 3.47], [5.33, -3.10, 4.70], [5.33, -1.50, 1.71], [3.74, -1.03, 1.71], [-0.25, -2.13, 3.23], [-0.19, -1.11, 2.56], [0.47, -2.40, 4.29], [-1.07, -3.05, 2.90], [1.28, -1.84, 4.54], [0.24, -3.21, 4.85], [-1.42, -3.15, 1.96], [-1.29, -3.75, 3.59]]
}